Formula: C31H50GaP2
Source: OMol25
Level of theory: ωB97M-V/def2-TZVPD

Element x y z (Å)
Ga -3.192 1.586 -1.584
C 3.699 -0.023 1.289
C 2.873 0.505 2.317
C 2.847 -1.792 2.486
C 3.689 -1.442 1.400
C 2.360 -0.589 3.066
C 4.517 0.753 0.332
H 4.086 1.746 0.142
H 4.602 0.224 -0.628
H 5.542 0.908 0.712
C 4.483 -2.376 0.580
H 4.726 -1.930 -0.391
H 3.937 -3.309 0.402
H 5.433 -2.647 1.068
C 2.527 -3.163 2.927
H 3.433 -3.769 3.066
H 1.904 -3.679 2.181
H 1.973 -3.145 3.871
C 1.541 -0.522 4.295
H 2.132 -0.788 5.189
H 0.704 -1.236 4.249
H 1.135 0.486 4.454
C 2.676 1.937 2.625
H 3.458 2.306 3.304
H 1.711 2.109 3.115
H 2.717 2.552 1.721
C -2.439 2.261 -3.213
C -1.027 2.780 -2.980
C -1.037 4.162 -2.306
C -1.769 4.274 -0.955
C -2.836 3.247 -0.583
C -4.149 3.243 -1.206
C -4.386 3.926 -2.550
C -3.443 3.373 -3.676
H -1.502 4.901 -2.980
H -2.238 5.277 -0.943
H -0.001 4.500 -2.179
H -2.917 4.212 -4.164
H -2.465 1.400 -3.904
H -0.576 2.939 -3.978
H -4.050 2.917 -4.471
H -5.434 3.726 -2.844
H -5.018 3.192 -0.535
H -4.323 5.034 -2.479
H -1.014 4.251 -0.141
H -2.802 2.946 0.479
P 0.455 1.611 -2.299
P -1.560 -1.614 1.543
C -2.750 -0.295 -0.868
C -3.039 -0.981 0.488
H -1.689 -0.475 -1.131
H -3.348 -0.843 -1.627
H -3.641 -0.337 1.148
H -3.604 -1.912 0.301
C -2.425 -2.593 2.834
H -1.965 -2.413 3.816
H -2.278 -3.653 2.573
H -3.502 -2.363 2.863
C -1.246 -0.027 2.408
H -2.106 0.654 2.331
H -0.379 0.446 1.924
H -1.004 -0.197 3.462
C 1.523 1.354 -3.770
H 2.588 1.400 -3.490
H 1.289 2.068 -4.567
H 1.300 0.334 -4.104
C 1.548 2.684 -1.294
H 1.918 2.030 -0.490
H 1.006 3.518 -0.830
H 2.422 3.054 -1.858
C 0.603 -2.135 -1.252
C 0.243 -3.418 -0.805
C -1.106 -3.862 -1.031
C -1.596 -5.011 -0.437
C -0.764 -5.812 0.358
C 0.581 -5.454 0.534
C 1.097 -4.311 -0.070
H 1.416 -1.578 -0.788
H 0.089 -1.713 -2.115
H -1.754 -3.239 -1.652
H -2.637 -5.285 -0.604
H -1.161 -6.727 0.801
H 1.227 -6.094 1.141
H 2.164 -4.073 -0.021

Properties
**Energy above the lowest of the compared OMol25 structures with the same formula, charge and spin**: 155.2 kcal/mol
**M**: 554.4 g/mol
**Net charge**: +1
**Frontier orbital gap (spin up / spin down)**: 3.62 / 3.53 eV